C11H17N4O | ωB97M-V with the def2-TZVPD basis set

Computed properties:
- LUMO (eV) = -3.032
- net charge = +1
- HOMO energy (eV) = -9.558
- E_tot (eV) = -19679.181
- relative energy (zero: lowest compared OMol25 entry of this formula, charge and spin) (kJ/mol) = 389.2
- frontier orbital gap (eV) = 6.53

Cartesian coordinates (Å):
O 3.863 1.517 -1.001
N -0.849 1.821 -0.244
N 1.892 1.245 0.390
N -2.356 -0.144 -0.374
N 0.344 -4.011 -0.440
C -3.137 -0.039 0.872
C 0.857 -2.752 -0.276
C 2.335 -1.186 0.517
C 2.951 1.431 -0.301
C 0.053 -0.388 -0.185
C 1.461 -0.121 0.217
C -0.720 2.623 -1.453
C 2.041 -2.519 0.356
C 1.490 2.188 1.482
C -0.081 -1.759 -0.583
C -0.994 0.469 -0.280
H 0.061 2.425 -2.244
H -0.919 -2.049 -1.148
H 1.547 1.646 2.476
H -3.423 0.996 1.152
H -2.611 -0.541 1.849
H -2.859 0.193 -1.185
H -2.255 -1.109 -0.652
H 2.747 -3.328 0.489
H -4.040 -0.656 0.831
H -1.666 2.208 0.286
H -1.785 2.788 -2.035
H 3.294 -1.062 0.987
H -0.307 3.574 -1.121
H -0.702 -4.127 -0.672
H 0.969 -4.777 -0.291
H 2.239 3.053 1.394
H 0.561 2.393 1.187



C11H17N7O9Pd | ωB97M-V with the def2-TZVPD basis set

Computed properties:
- LUMO (eV) = 3.462
- net charge = -2
- HOMO energy (eV) = -0.154
- E_tot (eV) = -44020.829
- relative energy (zero: lowest compared OMol25 entry of this formula, charge and spin) (kJ/mol) = 0.0
- frontier orbital gap (eV) = 3.62

Cartesian coordinates (Å):
Pd -0.631 -1.559 -0.618
O -2.243 0.942 3.674
O -3.605 -3.871 -4.041
O -0.833 -0.339 2.661
O 1.751 0.503 -1.391
O -1.698 -3.844 -2.917
O 3.930 0.387 -0.932
O -2.556 0.433 1.601
O -5.741 -2.649 -4.212
O -6.706 -0.881 -3.233
N -3.279 -0.572 -0.983
N -1.883 0.342 2.643
N 1.191 -1.553 0.575
N 3.979 2.946 -0.285
N 3.379 3.489 1.922
N 1.942 2.313 0.549
N -2.547 -1.578 -1.469
C -5.773 -1.679 -3.389
C 2.717 0.032 -0.770
C 3.001 -0.231 1.713
C 2.513 -0.942 0.422
C -3.303 -2.160 -2.403
C 1.174 1.642 1.608
C 3.090 2.916 0.719
C -4.552 -1.482 -2.517
C 2.000 0.670 2.456
C -2.786 -3.363 -3.139
C -4.478 -0.483 -1.574
H -4.517 -3.348 -4.116
H -5.212 0.255 -1.304
H 3.898 0.332 1.450
H 2.561 1.213 3.225
H 0.392 1.093 1.081
H 2.591 3.692 2.515
H 4.120 4.167 1.944
H 0.607 -1.126 1.296
H 1.261 0.076 2.990
H 3.226 -1.744 0.220
H 4.010 2.015 -0.805
H 1.793 1.866 -0.378
H 3.316 -0.994 2.432
H 4.879 3.339 -0.063
H 1.268 -2.542 0.766
H -2.904 -0.093 -0.167
H 0.659 2.368 2.243



C11H17NO2P | ωB97M-V with the def2-TZVPD basis set

Computed properties:
- LUMO (eV) = 3.495
- net charge = -1
- HOMO energy (eV) = -3.765
- structure (SMILES) = CCC1=P(C)=CC(=O)N(CC)C([O-])=C1C
- E_tot (eV) = -26555.631
- relative energy (zero: lowest compared OMol25 entry of this formula, charge and spin) (kJ/mol) = 0.0
- frontier orbital gap (eV) = 7.26

Cartesian coordinates (Å):
P -1.961 0.309 -0.235
O 0.133 -2.242 -2.553
O 2.283 0.682 -0.060
N 0.831 -0.328 -1.346
C -1.523 -0.945 -1.413
C 0.414 -0.213 1.082
C -1.746 -0.224 2.514
C -0.229 -1.310 -1.822
C 1.667 0.144 -2.474
C -1.116 1.939 -0.820
C 1.192 0.090 -0.126
C -0.879 0.120 1.248
C 1.344 -0.762 2.232
C -2.789 0.814 2.922
C 2.911 -0.584 -2.741
H -2.894 1.457 2.055
H 3.581 0.139 -3.230
H -3.716 0.445 3.134
H 2.219 -0.187 2.053
H 1.791 1.268 -2.226
H -1.232 -0.450 3.528
H 0.781 -0.790 3.094
H 0.952 0.022 -3.354
H 1.606 -1.798 2.039
H 2.904 -1.489 -3.332
H -2.373 1.245 3.754
H -2.215 -1.751 -1.514
H -0.292 2.203 -0.214
H -2.167 -1.295 2.243
H 3.374 -0.774 -1.771
H -1.981 2.766 -0.902
H -0.870 1.499 -1.763



C11H18 | ωB97M-V with the def2-TZVPD basis set

Computed properties:
- LUMO (eV) = 0.979
- HOMO energy (eV) = -9.011
- structure (SMILES) = Cc1ccccc1.CC(C)C
- E_tot (eV) = -11696.944
- relative energy (zero: lowest compared OMol25 entry of this formula, charge and spin) (kJ/mol) = 225.4
- frontier orbital gap (eV) = 9.99

Cartesian coordinates (Å):
C 2.853 -3.322 0.638
C -2.652 2.681 -1.664
C 1.241 -1.053 0.194
C -1.158 1.895 0.114
C 1.240 -2.139 -0.663
C 3.061 -2.167 1.416
C 1.918 -3.275 -0.402
C 2.626 0.322 1.855
C -3.407 0.615 -0.655
C -2.174 1.362 -1.069
C 2.329 -1.021 1.123
H -3.145 3.372 -0.938
H 0.675 -0.160 -0.004
H 3.413 0.960 1.350
H -3.137 0.014 0.309
H 3.725 -2.223 2.236
H -0.333 2.526 -0.269
H -4.229 1.137 -0.427
H -3.428 2.446 -2.470
H 2.827 0.349 2.980
H -1.612 0.799 -1.681
H -1.734 2.531 0.779
H -1.864 3.282 -1.956
H -0.696 1.038 0.657
H -3.580 -0.016 -1.557
H 1.745 -4.202 -0.915
H 3.154 -4.442 0.971
H 0.615 -2.211 -1.603
H 1.727 0.901 1.649



Q: What is the relative energy (zero: lowest compared OMol25 entry of this formula, charge and spin) in the first record?
A: 389.2 kJ/mol



Q: Among the records above, which one has the highest relative energy (zero: lowest compared OMol25 entry of this formula, charge and spin)?
A: C11H17N4O